No. 1
17
Properties=species:S:1:pos:R:3:forces:R:3 method="wB97M-V/def2-TZVPD" e_above_lowest_kj_mol=261.2 total_charge=0
C 1.39681 0.59112 -0.49982 -0.7 0.0 -0.6
C 2.05934 -0.54940 -0.49313 -0.7 -2.0 -0.8
C 1.87940 1.78076 0.27913 -0.1 -0.1 0.9
C -2.23895 -2.05086 -0.21311 -0.4 -0.3 1.1
C -1.88332 0.13405 0.42615 -4.2 1.0 1.0
N -1.42811 -1.12831 0.02198 0.5 0.6 -0.9
Cl 3.62045 -0.71992 0.34798 -1.0 -0.1 -0.5
H 0.42155 0.64342 -1.12293 1.8 -0.2 1.3
H 1.84406 1.55712 1.44364 0.1 0.7 -2.5
H 1.23916 2.58646 -0.03909 -0.4 0.6 0.7
H 2.87861 2.11783 -0.05525 -0.2 -0.5 0.5
H -3.25335 -2.30347 0.16424 0.1 1.2 -0.2
H -1.81567 -2.79832 -0.78219 0.7 -2.2 -1.0
H 1.59658 -1.49417 -0.98180 1.4 1.7 1.0
H -1.45382 0.60661 1.28659 0.6 -0.3 0.7
H -1.78881 0.88124 -0.34241 0.5 0.0 -0.8
H -3.07394 0.14585 0.56003 2.1 -0.1 0.2



No. 2
8
Properties=species:S:1:pos:R:3:forces:R:3 method="wB97M-V/def2-TZVPD" spin_multiplicity=3 s2=2.0864 e_above_lowest_kj_mol=581.6 total_charge=+1
C 0.86466 0.88858 -0.08222 -3.8 3.3 -0.1
C 1.42306 -0.23217 0.07613 1.6 -3.5 0.4
N -0.55245 1.25120 0.04981 5.8 2.1 -1.0
N -1.93762 -0.60796 -0.05496 2.9 -4.1 -1.2
O -1.56926 0.58319 0.05944 -6.0 1.4 1.4
H 1.65410 -1.25956 0.23421 -0.1 -0.3 0.1
H 1.38385 1.83085 -0.26480 -0.1 -0.1 0.1
H -2.95189 -0.70940 0.02773 -0.4 1.2 0.3



No. 3
66
Properties=species:S:1:pos:R:3:forces:R:3 method="wB97M-V/def2-TZVPD" e_above_lowest_kj_mol=5.1 smiles="CCOC(=O)N1CCN(C(=O)Nc2ccc(NC(=O)N3CCN(C(=O)OCC)CC3)cc2)CC1" total_charge=0
C 0.12427 1.50400 1.49969 0.4 0.2 0.2
C 1.28881 1.46365 2.47649 -0.4 -0.6 0.0
H 1.87780 0.54937 2.35085 -0.1 0.2 0.1
H 0.93886 1.52777 3.51170 0.1 0.0 -0.1
O 2.14021 2.59029 2.24954 0.1 0.3 -0.1
C 3.42677 2.34347 1.98620 0.2 0.2 0.3
O 3.94862 1.24990 2.04979 0.1 -0.4 0.0
N 4.12889 3.47784 1.68684 0.0 0.1 0.2
C 3.46494 4.66280 1.18529 -0.2 0.1 0.0
H 4.06019 5.53014 1.48239 -0.1 0.0 0.0
H 2.48229 4.73095 1.64650 0.1 0.1 -0.1
C 3.35234 4.57147 -0.36590 -0.2 0.1 -0.1
N 3.91727 3.31360 -0.80795 0.1 0.1 -0.2
C 3.02969 2.26409 -0.94308 0.3 0.1 -0.3
O 1.86218 2.47185 -1.20745 -0.4 -0.1 0.0
N 3.56918 1.00318 -0.82519 0.4 0.0 0.0
C 2.78134 -0.15705 -0.87101 -0.3 -0.3 0.0
C 3.09633 -1.21175 -0.01849 0.0 0.2 -0.1
C 2.34059 -2.36561 -0.02630 -0.2 -0.1 -0.2
C 1.24832 -2.48839 -0.88245 0.2 0.4 -0.1
C 0.96142 -1.44801 -1.76223 0.1 -0.2 0.1
C 1.71947 -0.29409 -1.75852 0.1 0.0 0.1
H 1.48310 0.50710 -2.43776 0.0 0.0 0.0
H 0.14281 -1.54832 -2.45695 -0.1 0.0 -0.1
N 0.49509 -3.66978 -0.84489 0.2 -0.4 0.3
C -0.76131 -3.92132 -1.35703 0.0 0.1 0.0
O -1.03170 -5.02065 -1.80344 -0.1 -0.3 -0.1
N -1.66399 -2.88796 -1.32936 0.0 0.0 -0.2
C -1.71719 -1.90377 -0.26699 0.0 0.0 0.5
H -0.73266 -1.75723 0.17148 -0.1 0.1 0.0
H -2.05629 -0.95427 -0.69407 0.1 0.0 0.1
C -2.70166 -2.35892 0.82032 0.2 0.4 0.0
N -3.99454 -2.63667 0.23787 0.0 -0.1 -0.1
C -5.04921 -1.84174 0.53069 -0.1 -0.2 0.0
O -5.01797 -0.95919 1.35743 -0.2 0.4 0.2
O -6.15150 -2.17793 -0.17858 0.3 -0.1 -0.1
C -7.31573 -1.39652 0.08042 -0.3 0.4 0.2
C -7.29899 -0.08766 -0.69660 0.2 -0.4 0.2
H -6.46866 0.52799 -0.35998 0.0 0.1 0.0
H -8.22770 0.44924 -0.52607 -0.1 0.1 0.0
H -7.18991 -0.28188 -1.76117 0.0 0.0 -0.1
H -8.15078 -2.02865 -0.22946 0.1 0.1 0.1
H -7.37814 -1.19518 1.15462 -0.1 -0.1 -0.2
C -3.95971 -3.60904 -0.83165 0.0 -0.1 -0.4
H -4.95751 -3.72646 -1.24874 0.1 -0.1 0.0
C -2.97022 -3.14534 -1.90642 -0.2 -0.4 -0.1
H -2.85981 -3.91744 -2.66823 -0.1 0.1 0.0
H -3.32591 -2.21724 -2.36448 0.0 0.0 0.0
H -3.61952 -4.56823 -0.42574 0.0 0.0 -0.1
H -2.83081 -1.58075 1.57372 0.1 -0.1 0.0
H -2.32463 -3.27232 1.29509 0.0 0.1 0.0
H 1.03332 -4.51831 -0.72769 -0.2 0.1 -0.1
H 2.58809 -3.17749 0.64170 0.0 -0.1 0.1
H 3.92319 -1.11258 0.66933 0.1 0.0 0.1
H 4.35907 0.90534 -0.20127 -0.1 0.2 -0.1
C 5.30646 3.19030 -0.43506 0.1 -0.1 0.0
H 5.72462 2.26468 -0.82854 0.0 0.1 0.0
C 5.44445 3.28500 1.11258 0.1 -0.2 0.2
H 6.06960 4.13300 1.39962 0.0 0.0 0.0
H 5.86477 2.37319 1.53741 0.0 0.2 -0.1
H 5.83890 4.02100 -0.90987 0.0 -0.1 0.0
H 2.31100 4.59351 -0.68591 0.2 0.1 0.0
H 3.89500 5.38921 -0.84645 0.0 0.0 0.0
H 0.49099 1.54077 0.47615 0.0 0.0 -0.1
H -0.48938 0.61708 1.62890 -0.1 -0.1 0.1
H -0.48484 2.38599 1.67836 -0.1 0.1 0.0